# 1
43
Properties=species:S:1:pos:R:3:nbo_charge:R:1 method="wB97M-V/def2-TZVPD" gap_ev=6.37 e_homo_ev=-3.516 total_charge=-1
P 2.986 -3.002 -0.442 0.387
Al 2.618 -0.841 -1.206 0.868
O 1.786 -3.992 -1.278 -0.999
N -1.932 -2.520 -0.249 -0.401
C -1.308 4.701 -0.773 -0.214
C -1.229 -1.409 -0.999 -0.235
C -0.971 -0.042 -0.112 -0.422
C 0.328 6.416 -0.306 -0.220
C 0.277 4.400 1.025 -0.193
C -2.594 -2.557 1.121 -0.099
C -2.705 -4.950 -0.140 -0.336
C 1.745 0.427 0.149 -0.968
C -1.951 -3.825 -1.065 -0.062
C -3.077 -4.127 1.242 -0.326
C -0.794 3.928 0.267 -0.210
C 2.643 -3.203 1.426 -0.962
C 0.837 5.647 0.740 -0.219
C 0.382 -0.143 0.861 -0.411
C -0.746 5.945 -1.061 -0.220
H -1.228 2.956 0.488 0.224
H -1.885 0.109 0.640 0.188
H 3.354 -2.546 2.125 0.238
H -2.693 -1.649 1.854 0.249
H -1.525 -4.004 -2.152 0.251
H -2.146 4.335 -1.359 0.211
H -2.922 -6.087 -0.416 0.237
H -0.143 -1.819 -1.277 0.254
H 2.190 -4.120 -2.207 0.479
H -3.634 -4.599 2.174 0.222
H 0.677 3.799 1.837 0.220
H 0.768 7.384 -0.532 0.205
H 1.669 6.017 1.333 0.209
H 1.552 1.460 -0.414 0.202
H 2.526 0.664 1.010 0.201
H 1.802 -0.779 -2.574 -0.396
H -1.144 6.546 -1.874 0.206
H 0.486 -1.210 1.328 0.211
H 1.501 -3.097 1.731 0.214
H 4.071 -0.223 -1.530 -0.391
H 0.147 0.592 1.771 0.168
H 2.925 -4.331 1.697 0.213
H -1.740 -1.158 -2.039 0.204
H -0.902 0.906 -0.813 0.222

# 2
50
Properties=species:S:1:pos:R:3:nbo_charge:R:1 method="wB97M-V/def2-TZVPD" gap_ev=7.50 de_lowest_ev=0.000 e_homo_ev=-7.490 total_charge=0
Rb 0.206 -0.112 -0.348 0.916
As -0.264 -3.973 -1.621 1.982
Cl -5.159 4.057 -0.002 0.029
Cl -2.822 -1.701 0.693 -0.109
Cl -7.026 1.719 0.895 0.032
Cl -5.861 -1.161 1.228 0.025
Cl -2.141 3.509 -0.606 -0.072
O 0.703 -2.670 -1.339 -1.191
N 2.968 0.427 0.997 -0.652
N 1.348 2.694 0.208 -0.669
N 0.521 0.865 2.440 -0.647
C 3.450 1.315 -0.048 -0.216
C -0.818 -4.860 -0.006 -1.003
C -5.355 1.419 0.573 -0.097
C -3.484 -0.053 0.451 -0.064
C -2.611 0.922 0.036 -0.404
C -4.521 2.460 0.168 -0.104
C 1.755 0.626 3.169 -0.222
C -3.183 2.169 -0.090 -0.068
C -4.836 0.134 0.723 -0.110
C 0.035 2.234 2.325 -0.237
C 3.031 0.928 2.365 -0.236
C -1.874 -3.515 -2.569 -1.008
C 0.626 -5.311 -2.683 -1.002
C 0.921 3.185 1.523 -0.228
C 2.785 2.703 -0.046 -0.229
H 2.986 3.142 -1.027 0.203
H 3.423 -0.472 0.914 0.369
H 1.811 1.193 4.113 0.167
H -0.124 2.706 3.309 0.165
H 0.067 -5.194 0.533 0.245
H 0.344 4.108 1.412 0.207
H -1.371 -4.150 0.605 0.257
H 3.297 3.351 0.674 0.173
H 1.762 -0.433 3.436 0.193
H -0.220 0.304 2.841 0.372
H 3.199 2.001 2.339 0.187
H -2.448 -2.823 -1.954 0.268
H 4.538 1.483 -0.014 0.167
H -1.452 -5.715 -0.240 0.239
H 1.803 3.454 2.110 0.173
H 3.879 0.511 2.921 0.186
H 1.525 -5.629 -2.159 0.247
H -0.028 -6.167 -2.847 0.237
H 0.856 3.202 -0.512 0.383
H 0.904 -4.871 -3.638 0.248
H -1.604 -3.036 -3.508 0.247
H 3.244 0.824 -1.004 0.186
H -2.463 -4.410 -2.766 0.238
H -0.939 2.174 1.833 0.225

# 3
51
Properties=species:S:1:pos:R:3:nbo_charge:R:1 method="wB97M-V/def2-TZVPD" gap_ev=7.86 de_lowest_ev=0.335 e_homo_ev=-5.473 total_charge=-1
Au 2.046 0.995 1.314 0.624
S 1.359 2.735 -0.061 -0.292
S 2.027 -1.945 1.961 2.404
S -0.231 0.502 3.659 2.420
O 0.914 1.394 3.743 -1.016
O 0.954 -1.647 1.037 -1.003
O -1.319 0.811 4.562 -1.005
O 2.635 -3.243 1.800 -0.988
O 3.055 -0.844 1.991 -1.036
O -0.700 0.254 2.299 -1.043
N -0.071 2.036 -2.229 -0.609
N -0.490 0.828 -0.340 -0.597
C 0.118 -1.301 5.612 -0.225
C -1.313 -0.162 -1.000 -0.235
C 1.552 -3.205 5.736 -0.229
C -3.466 -0.577 -2.273 -0.393
C 1.384 2.247 -4.204 -0.398
C 0.166 1.813 -0.928 0.375
C 2.549 1.368 -3.736 -0.403
C 0.640 2.967 -3.087 -0.221
C 0.452 -1.070 4.277 -0.213
C -4.894 -0.121 -2.538 -0.600
C 2.178 0.018 -3.124 -0.608
C 1.887 -3.006 4.409 -0.194
C 1.355 -1.957 3.655 -0.353
C 0.654 -2.349 6.339 -0.219
C -2.749 0.296 -1.253 -0.410
H 1.747 0.109 -2.128 0.223
H -0.734 1.426 -2.680 0.395
H -0.830 -0.485 -1.932 0.180
H -5.492 -0.163 -1.626 0.206
H 2.569 -3.682 3.916 0.245
H -0.072 3.691 -3.492 0.189
H -0.585 -0.623 6.073 0.246
H 1.346 3.515 -2.465 0.237
H 1.991 -4.029 6.285 0.201
H -3.470 -1.613 -1.922 0.202
H -3.290 0.278 -0.303 0.221
H -2.760 1.341 -1.583 0.189
H 1.465 -0.517 -3.759 0.187
H 3.062 -0.611 -3.020 0.218
H 0.678 1.649 -4.794 0.186
H -0.299 0.660 0.662 0.488
H 1.768 3.016 -4.882 0.206
H 3.143 1.934 -3.013 0.212
H -4.914 0.912 -2.894 0.197
H 3.196 1.192 -4.600 0.195
H -5.387 -0.741 -3.287 0.203
H 0.368 -2.487 7.375 0.200
H -2.896 -0.579 -3.210 0.183
H -1.299 -1.030 -0.341 0.257

# 4
44
Properties=species:S:1:pos:R:3:nbo_charge:R:1 method="wB97M-V/def2-TZVPD" gap_ev="4.62 / 4.62" de_lowest_ev=0.825 e_homo_ev="-13.871 / -13.871" total_charge=+2
Au 0.548 0.326 -0.946 0.940
S 3.002 0.106 -1.121 0.291
S 0.754 0.305 1.442 0.403
S 0.955 2.858 -1.029 0.314
N -1.365 -3.085 0.422 -0.418
C -1.908 -1.040 -1.004 -0.157
C -0.653 -2.726 1.617 -0.394
C -1.106 -2.397 -0.784 -0.201
C 1.188 3.065 0.751 -0.573
C -2.680 -3.680 0.604 -0.416
C -4.055 -0.044 -1.555 -0.160
C 0.404 2.069 1.617 -0.564
C -2.212 1.416 -1.028 -0.296
C 3.277 -0.526 0.550 -0.548
C -3.545 1.240 -1.372 -0.167
C 3.607 1.817 -1.052 -0.550
C -1.470 0.245 -0.907 -0.027
C 2.649 2.825 -1.673 -0.546
C 2.559 0.213 1.669 -0.564
C -3.248 -1.157 -1.404 -0.163
H 3.842 2.060 -0.017 0.233
H -0.667 2.135 1.416 0.266
H -0.666 -3.559 2.320 0.233
H -3.644 -2.150 -1.584 0.243
H 4.351 -0.549 0.740 0.278
H 2.253 3.059 0.977 0.237
H -5.096 -0.175 -1.822 0.255
H -2.981 -4.187 -0.314 0.212
H -1.802 2.411 -0.946 0.236
H -3.458 -2.956 0.879 0.185
H 0.547 2.318 2.670 0.278
H -0.029 -2.248 -0.890 0.184
H -1.414 -3.012 -1.633 0.239
H 2.945 -1.565 0.498 0.264
H -2.620 -4.423 1.397 0.228
H 2.517 2.643 -2.741 0.268
H -4.172 2.111 -1.513 0.253
H 4.545 1.841 -1.606 0.282
H 3.062 3.829 -1.569 0.272
H 2.714 -0.329 2.603 0.283
H 0.394 -2.513 1.376 0.168
H 2.940 1.221 1.820 0.240
H -1.081 -1.853 2.141 0.172
H 0.821 4.060 1.003 0.284

# 5
47
Properties=species:S:1:pos:R:3:lowdin_charge:R:1 method="wB97M-V/def2-TZVPD" gap_ev=4.13 e_homo_ev=-9.450 total_charge=+1
Rb 4.583 -1.252 -0.644 1.261
Br -1.877 3.256 4.224 0.589
P -3.201 0.806 -0.809 0.675
O -3.550 1.218 0.629 -0.302
O -3.569 -0.841 -0.960 -0.160
O -4.334 1.625 -1.826 -0.170
N -1.036 -1.097 1.316 0.195
N -1.721 4.117 -1.943 0.178
C -1.260 0.687 -2.911 -0.031
C -1.491 1.336 -1.422 -0.306
C -1.262 1.945 2.838 -0.578
C -0.978 2.840 1.498 -0.276
C -1.612 2.930 -1.734 -0.171
C 2.192 -2.421 -0.145 -0.314
C 2.382 0.316 -0.419 -0.273
C -1.417 -0.698 -3.257 -0.149
C 0.163 2.225 0.546 -0.145
C 2.393 -3.714 0.816 -0.233
C 1.505 -3.640 2.186 -0.105
C 2.460 -0.979 0.571 -0.367
C 1.020 0.463 -1.264 -0.129
C -0.776 -0.299 0.437 -0.123
C -0.261 1.004 -0.395 -0.285
H -1.992 1.087 2.657 0.050
H 1.728 -0.836 1.453 0.123
H -4.728 2.339 -1.254 0.102
H 0.817 -0.593 -1.699 0.102
H -0.883 1.391 -3.764 0.142
H -1.936 3.167 0.967 0.098
H 1.352 -4.730 2.545 0.091
H -0.507 -1.410 -3.163 0.064
H 3.494 -3.978 1.012 0.107
H -0.521 3.823 1.923 0.100
H -0.219 1.593 3.198 0.067
H 2.780 -2.574 -1.151 0.053
H 2.115 -3.074 2.976 0.081
H 3.231 0.156 -1.228 -0.002
H 1.071 -2.424 -0.455 0.120
H 0.457 -3.207 2.010 0.064
H 1.029 1.954 1.273 0.125
H -2.389 -1.138 -3.691 0.091
H 1.956 -4.623 0.237 0.123
H -3.331 -1.298 -0.118 0.079
H 3.533 -1.016 1.053 0.012
H 1.276 1.219 -2.110 0.153
H 0.606 3.057 -0.133 0.144
H 2.706 1.288 0.129 0.129

One value per record, in order, for molecular weight: 292.319, 600.032, 621.533, 511.532, 476.714 u.